No. 1
{
  "formula": "C2H2F3NO3",
  "method": "ωB97M-V with the def2-TZVPD basis set",
  "symbols": ["O", "N", "O", "C", "O", "C", "F", "F", "F", "H", "H"],
  "coordinates": [[2.277, 0.083, -0.355], [1.356, -0.404, 0.240], [1.257, -1.535, 0.652], [0.177, 0.457, 0.519], [-0.505, 0.056, 1.606], [-0.939, 0.224, -0.960], [-0.489, 0.985, -1.946], [-0.924, -1.046, -1.339], [-2.160, 0.580, -0.619], [0.417, 1.518, 0.530], [-0.467, -0.919, 1.672]],
  "atomic_forces_ev_per_a": [[0.4, 0.1, -0.4], [-0.3, 0.4, 0.3], [0.2, -0.7, 0.0], [-3.1, -0.2, -2.8], [0.0, -0.2, 0.6], [2.8, 0.5, 2.6], [-0.1, 0.1, -0.2], [-0.1, -0.1, 0.0], [-0.1, 0.0, 0.0], [0.3, -0.2, 0.0], [0.1, 0.4, -0.1]],
  "nbo_charge": [-0.34, 0.51, -0.38, 0.13, -0.67, 0.96, -0.31, -0.32, -0.30, 0.22, 0.51],
  "e_above_lowest_kcal_mol": 0.0,
  "gap_ev": 10.675
}

No. 2
{
  "formula": "C2H2F3O6PS",
  "method": "ωB97M-V with the def2-TZVPD basis set",
  "symbols": ["C", "C", "O", "O", "O", "O", "O", "O", "F", "F", "F", "P", "S", "H", "H"],
  "coordinates": [[-0.007, -0.445, 3.178], [1.532, 0.397, -1.549], [-1.420, -2.740, 4.090], [-2.263, -0.808, 2.504], [-1.003, -2.835, 1.545], [-2.119, 1.615, 2.150], [-1.807, 0.984, 4.443], [0.998, -0.296, 3.742], [1.048, 1.228, -2.477], [1.115, -0.855, -1.890], [2.888, 0.405, -1.597], [-1.226, -2.028, 2.791], [-1.519, 0.635, 3.020], [0.898, 1.063, 1.109], [1.226, 0.627, -0.505]],
  "atomic_forces_ev_per_a": [[0.3, -2.7, -0.8], [-0.2, -1.0, 1.2], [-0.1, 0.7, -0.3], [-0.2, 1.2, 0.8], [-0.1, 1.0, 0.8], [0.6, -0.2, -0.6], [0.6, -1.3, -1.8], [0.6, 0.6, 0.5], [0.2, 0.3, -0.4], [0.4, 0.3, -0.2], [0.0, 0.1, -0.6], [1.3, -0.9, -0.4], [-2.8, 1.7, 1.7], [-0.2, -0.1, 0.2], [-0.3, 0.3, -0.1]],
  "nbo_charge": [0.15, 0.76, -1.14, -0.99, -1.13, -0.92, -0.96, -0.51, -0.36, -0.36, -0.37, 2.26, 2.10, -0.76, 0.21],
  "total_charge": -2,
  "e_above_lowest_kcal_mol": 44.9,
  "gap_ev": 5.626
}

No. 3
{
  "formula": "C2H2F5N",
  "method": "ωB97M-V with the def2-TZVPD basis set",
  "symbols": ["F", "C", "F", "F", "F", "H", "N", "C", "F", "H"],
  "coordinates": [[-0.334, -1.147, -0.011], [0.681, -1.780, 0.224], [1.450, -2.054, -0.662], [0.219, -2.842, 0.795], [1.374, -1.102, 1.309], [-0.668, 1.878, -1.786], [-0.329, 1.269, -1.056], [-0.641, 1.688, 0.014], [-1.489, 2.700, 0.009], [-0.262, 1.389, 1.164]],
  "atomic_forces_ev_per_a": [[-4.0, 4.3, -2.6], [0.6, 0.0, 8.3], [3.9, -0.6, -4.9], [0.0, -3.6, 1.4], [-0.5, -0.5, -2.0], [-0.4, -0.2, -0.4], [2.8, -2.5, -3.6], [0.1, 0.6, 5.8], [-1.2, 1.8, 1.5], [-1.2, 0.6, -3.4]],
  "nbo_charge": [-0.27, 1.24, -0.25, -0.32, -0.39, 0.37, -0.69, 0.49, -0.35, 0.18],
  "e_above_lowest_kcal_mol": 43.0,
  "gap_ev": 12.230
}

No. 4
{
  "formula": "C2H2FGaO3",
  "method": "ωB97M-V with the def2-TZVPD basis set",
  "symbols": ["H", "O", "Ga", "O", "C", "O", "C", "F", "H"],
  "coordinates": [[0.451, -1.170, -1.151], [-0.474, -0.878, -1.215], [-3.617, -0.928, 0.815], [-2.214, -0.448, 0.069], [-1.044, -0.728, -0.083], [0.600, 0.832, 0.875], [1.732, 0.968, 0.472], [2.179, 2.174, 0.146], [2.387, 0.178, 0.073]],
  "atomic_forces_ev_per_a": [[1.2, -0.4, -0.6], [-1.4, -0.3, 3.5], [-6.6, -1.8, 3.2], [5.8, 1.3, -1.1], [1.9, 1.8, -4.8], [-2.1, -0.4, 0.3], [1.9, 2.2, -2.6], [-0.9, -2.2, 1.5], [0.3, -0.1, 0.6]],
  "mulliken_spin": [0.00, 0.00, 0.84, 0.11, 0.04, 0.00, 0.00, 0.00, 0.00],
  "spin_multiplicity": 2,
  "total_charge": 3,
  "e_above_lowest_kcal_mol": 49.5,
  "gap_ev": [6.152, 6.140]
}

No. 5
{
  "formula": "C2H2FHgLiO",
  "method": "ωB97M-V with the def2-TZVPD basis set",
  "symbols": ["C", "F", "H", "C", "O", "Hg", "Li", "H"],
  "coordinates": [[-0.952, 0.204, 0.874], [-1.557, 1.056, 0.004], [-1.684, -0.575, 1.136], [1.341, -0.552, -0.094], [0.174, -0.547, -0.579], [1.009, 0.573, 1.710], [-0.453, 0.758, -2.259], [2.121, -0.917, -0.791]],
  "atomic_forces_ev_per_a": [[-2.0, 0.8, -2.6], [0.5, -0.7, 1.4], [0.2, 0.0, -0.1], [-0.7, -0.4, -2.3], [1.1, 0.1, 1.7], [1.2, 0.5, 1.7], [-0.2, -0.1, -0.2], [0.0, 0.0, 0.4]],
  "nbo_charge": [0.15, -0.33, 0.22, 0.08, -0.61, 1.28, 0.99, 0.22],
  "total_charge": 2,
  "e_above_lowest_kcal_mol": 40.0,
  "gap_ev": 8.481
}

No. 6
{
  "formula": "C2H2FIS",
  "method": "ωB97M-V with the def2-TZVPD basis set",
  "symbols": ["C", "C", "F", "S", "I", "H", "H"],
  "coordinates": [[0.278, -0.345, -0.046], [0.816, 0.797, -0.256], [0.491, -1.684, -0.799], [-0.971, -1.241, 0.663], [-2.958, 0.047, 0.819], [0.471, 1.662, 0.319], [1.874, 0.765, -0.699]],
  "atomic_forces_ev_per_a": [[-2.2, -4.1, -1.8], [3.3, 1.1, -0.2], [3.0, 2.5, 0.0], [-2.4, -0.1, 1.9], [0.0, 0.5, 0.3], [0.2, -0.4, -0.3], [-2.0, 0.5, 0.1]],
  "nbo_charge": [0.19, -0.50, -0.40, 0.17, 0.04, 0.26, 0.26],
  "e_above_lowest_kcal_mol": 39.6,
  "gap_ev": 7.892
}

No. 7
{
  "formula": "C2H2FIS",
  "method": "ωB97M-V with the def2-TZVPD basis set",
  "symbols": ["C", "C", "F", "S", "I", "H", "H"],
  "coordinates": [[0.360, 0.783, -0.185], [-0.322, -0.518, -0.091], [1.854, 0.378, -0.981], [0.177, 2.291, 0.272], [-1.606, -0.663, 1.691], [-0.912, -1.012, -0.877], [0.449, -1.260, 0.170]],
  "atomic_forces_ev_per_a": [[2.3, 0.7, -1.4], [0.3, -1.4, 1.4], [-3.4, 0.8, 1.7], [0.3, -1.8, -0.7], [0.3, 0.2, -0.6], [0.3, 1.1, -0.2], [-0.1, 0.4, -0.2]],
  "nbo_charge": [0.18, -0.64, -0.48, 0.26, 0.11, 0.29, 0.28],
  "e_above_lowest_kcal_mol": 26.4,
  "gap_ev": 8.742
}

No. 8
{
  "formula": "C2H2FLiLuO",
  "method": "ωB97M-V with the def2-TZVPD basis set",
  "symbols": ["H", "C", "C", "O", "Li", "Lu", "F", "H"],
  "coordinates": [[0.596, -0.970, -1.605], [-0.254, 0.860, 0.631], [0.636, 0.251, -0.145], [0.101, -0.897, -0.761], [2.677, 0.374, 0.244], [-2.036, -1.609, -0.408], [-1.592, 0.340, 0.682], [-0.128, 1.650, 1.363]],
  "atomic_forces_ev_per_a": [[-0.4, -0.4, 0.5], [1.6, 0.1, 0.0], [0.1, 1.3, 1.8], [-1.2, -1.2, -1.8], [0.2, 0.3, 0.0], [1.0, 1.1, 0.4], [-1.0, -1.1, -0.5], [-0.3, -0.1, -0.3]],
  "nbo_charge": [0.56, 0.05, -0.31, -0.88, 0.96, 1.85, -0.46, 0.25],
  "spin_multiplicity": 2,
  "total_charge": 2,
  "gap_ev": [7.656, 7.640]
}

No. 9
{
  "formula": "C2H2FLiO2Y",
  "method": "ωB97M-V with the def2-TZVPD basis set",
  "symbols": ["H", "O", "C", "C", "O", "Li", "Y", "F", "H"],
  "coordinates": [[-0.598, 0.665, -1.500], [1.607, 0.802, -0.183], [0.629, 0.461, -0.885], [-0.633, 0.114, -0.121], [-0.422, -0.663, 0.895], [1.763, 0.033, 1.506], [-1.878, -1.818, 2.162], [0.944, -0.480, -1.874], [-1.412, 0.888, 0.000]],
  "atomic_forces_ev_per_a": [[0.2, 0.3, -1.5], [-2.7, 1.0, -1.7], [3.8, -3.6, -0.1], [0.3, 2.3, 2.6], [-1.9, -1.8, -0.3], [0.9, 0.3, 0.3], [0.3, 0.1, -0.4], [-1.1, 1.7, 1.3], [0.0, -0.4, -0.2]],
  "nbo_charge": [0.37, -0.50, 0.59, 0.18, -0.83, 0.98, 2.19, -0.24, 0.26],
  "total_charge": 3,
  "e_above_lowest_kcal_mol": 72.8,
  "gap_ev": [7.360, 5.457]
}

No. 10
{
  "formula": "C2H2FN3O",
  "method": "ωB97M-V with the def2-TZVPD basis set",
  "symbols": ["O", "C", "F", "C", "N", "N", "N", "H", "H"],
  "coordinates": [[-0.601, -0.809, 0.197], [-0.499, 0.745, 0.342], [-1.583, 1.352, -0.186], [1.018, 0.903, -0.239], [1.709, 1.001, 0.765], [0.903, 1.228, 1.979], [-0.256, 1.041, 1.723], [-1.267, -0.872, 0.885], [1.115, 0.790, -1.326]],
  "atomic_forces_ev_per_a": [[-0.4, 4.3, 0.6], [2.1, -3.0, -2.3], [0.9, -0.5, 0.6], [-4.9, 0.0, -0.8], [3.8, 0.8, 0.5], [0.8, -0.5, -0.5], [-2.7, 0.2, 0.7], [-0.5, -1.2, 0.3], [0.9, -0.1, 0.8]],
  "nbo_charge": [-0.68, 0.59, -0.30, 0.07, -0.30, 0.09, -0.18, 0.48, 0.24],
  "e_above_lowest_kcal_mol": 58.1,
  "gap_ev": 10.057
}

No. 11
{
  "formula": "C2H2FNO",
  "method": "ωB97M-V with the def2-TZVPD basis set",
  "symbols": ["C", "C", "N", "O", "F", "H", "H"],
  "coordinates": [[0.669, -0.600, -0.976], [0.382, 0.117, 0.195], [0.781, 0.668, -1.053], [-1.580, 0.241, 0.464], [-1.694, 0.866, 1.674], [0.728, -1.520, -1.506], [0.714, 0.229, 1.202]],
  "atomic_forces_ev_per_a": [[-0.4, 0.7, 1.4], [-3.4, -0.4, -0.9], [0.0, 0.0, 0.0], [3.6, -1.0, -2.2], [-0.1, 0.8, 1.7], [0.2, -0.3, -0.5], [0.1, 0.2, 0.4]],
  "nbo_charge": [0.08, 0.15, -0.24, -0.28, -0.18, 0.24, 0.23],
  "e_above_lowest_kcal_mol": 154.7,
  "gap_ev": 9.757
}

No. 12
{
  "formula": "C2H2GdO2",
  "method": "ωB97M-V with the def2-TZVPD basis set",
  "symbols": ["O", "C", "C", "O", "Gd", "H", "H"],
  "coordinates": [[-1.582, 0.780, -0.464], [-0.335, 0.865, -0.288], [0.561, 0.056, 0.224], [1.700, -0.570, -0.249], [2.767, 1.189, 0.452], [-1.193, -1.381, 0.306], [-1.920, -0.938, 0.019]],
  "atomic_forces_ev_per_a": [[5.4, 2.3, 0.2], [-7.1, -0.5, -1.1], [4.2, -3.4, -1.1], [-2.6, 2.8, 1.8], [0.1, -0.3, -0.3], [-2.6, 1.1, -0.8], [2.6, -2.0, 1.2]],
  "mulliken_spin": [0.32, -0.07, 0.60, 0.22, 5.93, 0.00, 0.00],
  "spin_multiplicity": 8,
  "total_charge": 1,
  "e_above_lowest_kcal_mol": 94.4,
  "gap_ev": [8.511, 6.460]
}

No. 13
{
  "formula": "C2H2I2O2S",
  "method": "ωB97M-V with the def2-TZVPD basis set",
  "symbols": ["O", "C", "O", "C", "I", "S", "I", "H", "H"],
  "coordinates": [[-0.209, -1.813, -0.744], [0.317, -1.032, 0.010], [0.021, -0.039, 0.822], [-1.266, 0.544, 0.455], [-0.889, 1.981, -1.077], [2.485, -1.055, 0.383], [3.224, 0.627, -1.019], [-1.885, 1.045, 1.173], [-1.798, -0.259, -0.003]],
  "atomic_forces_ev_per_a": [[0.7, 2.7, 2.2], [3.4, -2.2, -0.9], [-1.8, 0.4, -0.2], [0.3, -0.2, -1.4], [-0.1, 0.1, 0.0], [-2.4, -1.1, 0.0], [0.1, 0.6, -0.5], [0.6, -0.1, 1.0], [-0.7, -0.3, -0.3]],
  "nbo_charge": [-0.52, 0.84, -0.50, -0.23, 0.10, -0.22, 0.09, 0.23, 0.21],
  "e_above_lowest_kcal_mol": 54.5,
  "gap_ev": 8.186
}

No. 14
{
  "formula": "C2H2I2S",
  "method": "ωB97M-V with the def2-TZVPD basis set",
  "symbols": ["C", "C", "S", "I", "I", "H", "H"],
  "coordinates": [[-0.308, -2.163, -1.015], [0.608, 1.008, -0.188], [-1.427, -2.679, -0.147], [-0.445, 2.797, -0.694], [0.687, 0.565, 1.907], [-0.180, 0.212, -0.558], [1.683, 0.982, -0.507]],
  "atomic_forces_ev_per_a": [[0.6, 0.2, -0.5], [-1.4, -1.5, -0.2], [-0.6, -0.3, 0.5], [0.4, 0.0, 0.1], [0.0, 0.2, 0.0], [2.5, 1.4, 0.3], [-1.5, -0.1, -0.2]],
  "nbo_charge": [-0.21, -0.75, 0.21, 0.14, 0.11, 0.25, 0.25],
  "e_above_lowest_kcal_mol": 39.2,
  "gap_ev": 8.969
}

No. 15
{
  "formula": "C2H2I2S",
  "method": "ωB97M-V with the def2-TZVPD basis set",
  "symbols": ["C", "C", "S", "I", "I", "H", "H"],
  "coordinates": [[-0.076, 0.133, 0.759], [0.102, -0.121, -0.630], [-1.221, -1.357, 0.529], [-0.653, 2.136, 1.120], [1.574, -1.180, -1.694], [0.883, -0.006, 1.264], [-0.608, 0.396, -1.348]],
  "atomic_forces_ev_per_a": [[0.9, -1.5, -0.6], [0.1, 2.0, -4.7], [-0.7, 0.3, 2.4], [-0.6, 0.1, 0.4], [-0.2, 0.4, 0.7], [-0.7, -0.5, 0.8], [1.1, -0.8, 0.9]],
  "nbo_charge": [-0.60, -0.55, 0.32, 0.17, 0.17, 0.26, 0.23],
  "spin_multiplicity": 3,
  "e_above_lowest_kcal_mol": 26.6,
  "gap_ev": [6.073, 6.269]
}

No. 16
{
  "formula": "C2H2I2S2",
  "method": "ωB97M-V with the def2-TZVPD basis set",
  "symbols": ["C", "C", "S", "S", "I", "I", "H", "H"],
  "coordinates": [[0.693, -0.062, -0.299], [-0.668, -0.007, -0.007], [1.753, 1.285, -0.358], [-1.930, -0.968, -0.589], [1.556, -2.007, -0.728], [-1.209, 2.049, 1.668], [2.671, 0.420, -0.021], [-2.864, -0.709, 0.334]],
  "atomic_forces_ev_per_a": [[-2.9, -0.6, 0.2], [1.4, 0.4, -0.8], [-0.8, -0.1, 0.1], [0.9, -0.2, 0.1], [-0.1, 0.3, 0.1], [-0.1, -0.1, 0.2], [1.5, 0.0, 0.1], [0.0, 0.4, 0.1]],
  "nbo_charge": [-0.39, -0.30, 0.25, 0.22, 0.13, -0.18, 0.13, 0.15],
  "spin_multiplicity": 3,
  "e_above_lowest_kcal_mol": 22.0,
  "gap_ev": [7.038, 5.885]
}

No. 17
{
  "formula": "C2H2IN3",
  "method": "ωB97M-V with the def2-TZVPD basis set",
  "symbols": ["C", "C", "N", "N", "N", "I", "H", "H"],
  "coordinates": [[0.940, 0.249, -1.253], [-1.383, -1.247, 1.571], [1.663, -0.701, -1.263], [-1.850, -0.209, 1.776], [-0.022, 1.001, -1.171], [2.803, -1.860, -0.139], [-2.128, 0.787, 1.922], [-0.024, 1.980, -1.443]],
  "atomic_forces_ev_per_a": [[-0.7, 0.0, 1.2], [0.3, -0.8, -0.1], [0.7, -0.6, -0.9], [-0.7, 2.7, 0.4], [-0.2, 0.8, -0.4], [-0.1, 0.3, 0.1], [0.5, -2.0, -0.3], [0.3, -0.5, 0.1]],
  "nbo_charge": [0.65, 0.28, -0.73, -0.74, -0.75, 0.44, 0.46, 0.40],
  "e_above_lowest_kcal_mol": 57.0,
  "gap_ev": 8.708
}

No. 18
{
  "formula": "C2H2IN3",
  "method": "ωB97M-V with the def2-TZVPD basis set",
  "symbols": ["I", "C", "C", "N", "N", "N", "H", "H"],
  "coordinates": [[-2.752, -0.015, 0.074], [-0.761, -0.496, -0.420], [0.305, -0.432, 0.704], [0.739, -1.596, 0.943], [0.273, -2.478, -0.037], [-0.628, -2.018, -0.703], [-0.393, 0.020, -1.303], [0.502, 0.487, 1.303]],
  "atomic_forces_ev_per_a": [[0.3, 0.1, 0.0], [1.8, -1.9, 1.1], [-2.2, 0.9, -0.2], [2.0, 1.2, 1.0], [-0.5, -1.2, 0.5], [-1.0, 2.0, -1.7], [-0.4, 0.0, -0.3], [0.0, -1.1, -0.5]],
  "nbo_charge": [0.20, -0.37, 0.07, -0.29, 0.02, -0.12, 0.26, 0.23],
  "e_above_lowest_kcal_mol": 48.9,
  "gap_ev": 9.250
}

No. 19
{
  "formula": "C2H2INO",
  "method": "ωB97M-V with the def2-TZVPD basis set",
  "symbols": ["C", "C", "N", "O", "I", "H", "H"],
  "coordinates": [[1.431, 1.147, -0.370], [-1.464, -1.258, -0.414], [1.338, 0.315, 0.377], [-0.266, -1.536, 0.001], [-2.469, 0.401, 0.359], [1.280, 2.109, -0.803], [0.149, -1.179, 0.851]],
  "atomic_forces_ev_per_a": [[-0.5, 2.8, -1.1], [1.6, -1.4, -0.8], [0.6, -2.1, 1.9], [-1.2, -0.3, 1.1], [-0.2, 0.9, 0.9], [0.4, -0.1, -0.6], [-0.7, 0.3, -1.3]],
  "nbo_charge": [0.13, 0.14, -0.36, -0.67, 0.00, 0.24, 0.52],
  "e_above_lowest_kcal_mol": 64.7,
  "gap_ev": 8.623
}

No. 20
{
  "formula": "C2H2INO2",
  "method": "ωB97M-V with the def2-TZVPD basis set",
  "symbols": ["C", "C", "N", "O", "O", "I", "H", "H"],
  "coordinates": [[-0.169, -0.149, -0.160], [-1.440, -0.111, -0.228], [-2.655, 0.269, 0.281], [-2.490, 1.435, 0.678], [-3.618, -0.464, 0.237], [-2.446, -1.622, -2.622], [0.314, -0.562, -0.985], [0.560, 0.128, 0.679]],
  "atomic_forces_ev_per_a": [[2.0, 0.7, 2.4], [-0.5, -2.6, -3.5], [-0.4, 0.9, 0.4], [-1.6, -0.6, 0.5], [0.4, 1.3, 0.8], [0.9, 1.2, 1.7], [0.8, -0.8, -1.3], [-1.6, 0.0, -1.0]],
  "nbo_charge": [-0.44, 0.28, 0.41, -0.33, -0.28, -0.17, 0.27, 0.26],
  "e_above_lowest_kcal_mol": 163.6,
  "gap_ev": [6.384, 6.379]
}